Record 1
{"formula": "C27H35N5PRuSSe", "method": "ωB97M-V with the def2-TZVPD basis set", "species": ["Ru", "C", "C", "N", "C", "S", "N", "N", "C", "C", "C", "C", "C", "C", "C", "N", "H", "H", "H", "H", "H", "H", "H", "H", "H", "H", "H", "H", "H", "C", "P", "C", "C", "C", "C", "C", "C", "C", "C", "C", "C", "C", "C", "H", "H", "H", "H", "H", "H", "H", "H", "H", "H", "H", "H", "H", "C", "C", "C", "C", "N", "H", "H", "H", "H", "H", "H", "H", "H", "H", "Se"], "xyz": [[-0.9419, -0.0027, 0.1209], [-5.5340, 2.6885, -1.7013], [-5.3228, 1.7524, -0.5126], [-5.0583, 0.3933, -0.9602], [-3.7445, -0.0465, -0.9331], [-2.5103, 1.0612, -1.4827], [-3.5199, -1.2777, -0.6211], [-2.2303, -1.6693, -0.5957], [-1.9661, -2.9737, -0.5721], [-3.0748, -3.9691, -0.3275], [-0.6610, -3.3988, -0.8716], [-0.2691, -4.7657, -0.7898], [0.9738, -5.1452, -1.2102], [1.8657, -4.1679, -1.6762], [1.4208, -2.8496, -1.6814], [0.2302, -2.4516, -1.3086], [-5.7474, 3.6959, -1.3461], [-6.3636, 2.3367, -2.3143], [-4.6345, 2.7095, -2.3092], [-6.2240, 1.7547, 0.1086], [-4.4860, 2.1141, 0.0966], [-5.6523, -0.3049, -0.5296], [-4.0223, -3.4347, -0.3237], [-2.9488, -4.4611, 0.6394], [-3.0926, -4.7332, -1.1077], [-0.9652, -5.4951, -0.3983], [1.2779, -6.1881, -1.1797], [2.8545, -4.4333, -2.0263], [2.0846, -2.0692, -2.0387], [-0.6467, 3.4408, -0.1791], [0.3778, 1.9134, -0.1141], [1.4537, 1.9814, -1.5569], [1.4847, 2.9744, -2.5472], [2.2848, 2.8169, -3.6590], [3.0707, 1.6797, -3.8188], [3.0375, 0.6814, -2.8415], [2.2354, 0.8246, -1.7390], [1.4936, 2.3866, 1.2433], [0.9183, 2.6870, 2.4895], [1.7016, 3.1402, 3.5306], [3.0729, 3.2986, 3.3637], [3.6516, 2.9719, 2.1394], [2.8740, 2.5224, 1.0930], [-0.0334, 4.3425, -0.1310], [-1.3160, 3.3982, 0.6830], [-1.2553, 3.4229, -1.0834], [0.8837, 3.8660, -2.4393], [2.2931, 3.5779, -4.4326], [3.6852, 1.5547, -4.7012], [3.6298, -0.2156, -2.9750], [2.1547, 0.0479, -0.9855], [-0.1392, 2.5093, 2.6455], [1.2497, 3.3667, 4.4891], [3.6889, 3.6670, 4.1741], [4.7227, 3.0736, 2.0077], [3.3301, 2.2768, 0.1434], [0.8869, -3.0017, 2.2210], [1.2028, -1.5189, 1.8927], [1.0318, -0.7074, 3.1954], [2.6804, -1.4284, 1.4296], [0.3541, -1.0618, 0.8877], [1.5568, -3.3625, 3.0019], [1.0000, -3.6159, 1.3319], [-0.1411, -3.0812, 2.5673], [1.5338, -1.2012, 4.0285], [-0.0290, -0.6210, 3.4163], [1.4371, 0.2927, 3.0717], [3.3356, -1.9075, 2.1580], [2.9652, -0.3830, 1.3200], [2.7922, -1.9284, 0.4699], [-2.2489, 0.6480, 2.0630]], "atomic_forces_ev_per_a": [[0.278, -0.090, -0.394], [-0.044, -0.099, 0.257], [0.025, 0.327, -0.207], [-0.556, -0.188, 0.139], [0.747, -0.693, -0.387], [0.176, 0.124, 0.034], [-1.419, 0.080, 0.150], [0.755, 0.405, 0.150], [-0.506, 0.022, -0.098], [0.141, 0.206, -0.115], [-0.120, 0.019, 0.104], [-0.096, -0.183, -0.002], [0.027, -0.124, 0.073], [0.391, -0.238, -0.095], [-0.163, -0.085, -0.035], [0.165, -0.154, -0.826], [-0.064, 0.216, -0.016], [-0.092, 0.007, -0.074], [0.086, 0.003, -0.064], [0.033, -0.083, 0.035], [-0.158, -0.083, 0.015], [0.123, 0.085, 0.019], [0.025, -0.081, 0.016], [0.017, -0.123, 0.082], [-0.028, -0.121, 0.011], [-0.027, -0.073, -0.002], [-0.051, 0.005, 0.052], [0.075, 0.062, -0.012], [0.155, 0.149, -0.058], [0.317, -0.033, -0.135], [-1.035, -0.144, 0.661], [0.439, -0.103, -0.658], [-0.182, -0.313, 0.797], [0.416, -0.182, -0.583], [-0.195, -0.004, 0.265], [0.384, 0.143, -0.601], [-0.463, 0.416, 0.433], [0.218, 0.342, 0.262], [0.036, -0.158, -0.432], [0.272, 0.160, 0.185], [0.041, -0.093, -0.289], [0.255, 0.167, 0.563], [-0.441, -0.096, -0.186], [0.036, 0.066, -0.043], [0.016, -0.080, -0.108], [-0.016, 0.031, 0.068], [-0.092, 0.051, 0.024], [-0.009, 0.022, 0.040], [0.008, 0.028, -0.032], [-0.007, -0.038, 0.041], [-0.004, -0.150, -0.074], [-0.114, -0.032, -0.062], [-0.054, -0.025, -0.010], [0.018, -0.020, 0.054], [0.024, 0.002, -0.007], [0.069, 0.039, -0.010], [-0.015, 0.355, -0.254], [0.530, -0.250, 1.043], [0.001, -0.246, -0.192], [-0.389, -0.074, 0.053], [-0.296, 0.726, -0.269], [0.103, -0.066, 0.106], [0.025, -0.112, -0.103], [-0.144, -0.011, 0.025], [0.189, -0.039, 0.149], [-0.112, 0.073, 0.032], [0.041, 0.081, 0.043], [0.166, 0.005, 0.107], [0.072, 0.124, 0.009], [0.028, -0.104, -0.087], [-0.033, 0.248, 0.419]], "spin_multiplicity": 6, "s_squared": 8.816, "relative_energy_kj_mol": 41.1, "total_charge": -2, "energy_ha": -4559.4047}

=====

Record 2
{"formula": "C27H36BrFeN6S2Si2", "method": "ωB97M-V with the def2-TZVPD basis set", "species": ["Fe", "N", "C", "C", "N", "H", "H", "H", "H", "H", "H", "H", "H", "C", "Si", "C", "C", "C", "C", "C", "C", "C", "C", "N", "Si", "C", "C", "C", "H", "H", "H", "H", "H", "H", "H", "H", "H", "H", "H", "H", "H", "H", "H", "H", "H", "H", "H", "H", "H", "H", "S", "C", "C", "C", "C", "N", "C", "C", "C", "S", "C", "N", "H", "H", "Br", "C", "C", "C", "N", "C", "C", "H", "H", "H", "H"], "xyz": [[0.1035, 0.1870, 0.7424], [0.8349, -0.4256, 3.1311], [2.1126, 0.0777, 3.6091], [2.4787, 1.3161, 2.7966], [2.3910, 1.0154, 1.3670], [0.0970, 0.2489, 3.3465], [0.5801, -1.3100, 3.5540], [2.8786, -0.6929, 3.4648], [2.1067, 0.3402, 4.6745], [3.4708, 1.6697, 3.1036], [1.7529, 2.1043, 3.0083], [3.1136, 0.3634, 1.0830], [2.4994, 1.8605, 0.8161], [-2.0476, -1.1906, -2.8227], [-1.1967, 0.4928, -2.5633], [-1.1368, 1.2249, -4.3314], [-2.4492, 1.5604, -1.6290], [0.5694, 0.4845, -1.9100], [0.9335, 1.7866, -1.3970], [1.9206, 2.6451, -1.9475], [2.1148, 3.9055, -1.4313], [1.3696, 4.3276, -0.3265], [0.4488, 3.4374, 0.1904], [0.2479, 2.2227, -0.3099], [1.9187, -0.4298, -2.7922], [2.4512, 0.2695, -4.4965], [3.5039, -0.4297, -1.7303], [1.6254, -2.2567, -3.2198], [-2.8221, -1.0758, -3.5846], [-2.5349, -1.5299, -1.9059], [-1.3618, -1.9688, -3.1696], [-2.1406, 1.4484, -4.7029], [-0.6729, 0.5205, -5.0276], [-0.5541, 2.1495, -4.3541], [-3.4573, 1.3867, -2.0143], [-2.2212, 2.6240, -1.7167], [-2.4574, 1.3196, -0.5660], [2.4723, 2.3297, -2.8209], [2.8223, 4.5835, -1.8953], [1.4914, 5.3126, 0.1010], [-0.1541, 3.6896, 1.0578], [3.0874, 1.1528, -4.4052], [1.5836, 0.5575, -5.0940], [3.0103, -0.4772, -5.0660], [3.7090, 0.5560, -1.3065], [4.3791, -0.7229, -2.3155], [3.4098, -1.1363, -0.9007], [0.8150, -2.3741, -3.9439], [1.3921, -2.8701, -2.3517], [2.5315, -2.6635, -3.6746], [-1.3172, 1.7914, 2.4649], [-2.7230, 0.8758, 2.8936], [-3.6844, 1.4685, 3.7178], [-4.8139, 0.7822, 4.1419], [-5.7741, 1.4174, 4.9805], [-6.5533, 1.9308, 5.6549], [-5.0018, -0.5561, 3.7392], [-4.0665, -1.1417, 2.8953], [-2.9376, -0.4555, 2.4497], [-1.8346, -1.2739, 1.3859], [-6.1165, -1.3046, 4.2121], [-7.0035, -1.9241, 4.6062], [-3.5314, 2.4921, 4.0312], [-4.2141, -2.1601, 2.5611], [1.1689, -6.5819, 0.7874], [1.1301, -4.6912, 0.6497], [0.2099, -4.0702, -0.1711], [0.2705, -2.6910, -0.2736], [1.1328, -1.9290, 0.3984], [2.0032, -2.5559, 1.1877], [2.0570, -3.9290, 1.3404], [-0.5233, -4.6288, -0.7341], [-0.4051, -2.1661, -0.9292], [2.7003, -1.9233, 1.7228], [2.8070, -4.3925, 1.9648]], "atomic_forces_ev_per_a": [[-0.191, 0.480, 0.498], [0.087, -0.028, 0.072], [-0.050, 0.117, -0.110], [-0.031, -0.106, 0.101], [-0.262, -0.046, -0.157], [-0.062, -0.071, 0.001], [-0.039, -0.047, -0.109], [0.024, 0.028, 0.062], [0.087, -0.008, -0.018], [-0.034, 0.035, -0.026], [0.009, 0.005, 0.011], [0.022, 0.038, -0.083], [0.064, -0.048, -0.043], [0.339, 0.084, 0.208], [-0.001, 0.093, -0.450], [-0.027, -0.099, 0.217], [0.351, -0.149, 0.109], [-0.411, -0.458, 0.274], [-0.036, 0.115, -0.283], [0.012, 0.137, -0.058], [-0.024, -0.049, 0.122], [-0.047, -0.003, -0.099], [-0.030, 0.218, 0.134], [0.137, -0.494, 0.145], [0.288, -0.011, -0.137], [-0.111, 0.063, 0.184], [-0.134, 0.004, -0.009], [-0.264, 0.202, 0.113], [-0.006, 0.066, -0.012], [0.051, -0.047, 0.062], [-0.024, -0.004, 0.021], [-0.027, -0.007, 0.001], [-0.005, 0.008, -0.009], [0.018, 0.015, 0.006], [0.047, -0.036, -0.128], [0.011, 0.023, -0.024], [-0.021, -0.005, 0.105], [-0.018, 0.006, 0.002], [0.074, -0.063, 0.013], [-0.013, -0.004, 0.018], [0.001, -0.034, -0.022], [0.022, -0.007, -0.032], [0.005, -0.006, 0.020], [0.037, -0.046, 0.050], [-0.004, 0.052, -0.023], [-0.015, -0.013, -0.061], [-0.050, 0.006, -0.038], [-0.002, -0.010, -0.005], [0.029, -0.029, -0.071], [0.056, 0.086, -0.023], [0.238, 0.130, -0.262], [-0.052, -0.052, 0.055], [-0.144, -0.109, 0.004], [0.215, -0.346, -0.241], [-0.247, 0.215, 0.252], [0.058, 0.005, -0.024], [0.363, 0.385, -0.070], [-0.103, 0.008, -0.004], [0.058, 0.278, 0.051], [0.364, -0.151, -0.452], [-0.295, -0.253, 0.097], [0.030, 0.021, -0.048], [-0.023, 0.002, 0.025], [-0.017, -0.016, 0.041], [-0.034, 0.144, 0.030], [-0.030, 0.011, -0.139], [0.125, -0.200, 0.029], [-0.002, 0.075, 0.077], [-0.274, -0.258, 0.051], [0.043, 0.147, -0.016], [0.092, -0.091, -0.005], [-0.012, 0.005, 0.014], [-0.159, 0.087, -0.057], [-0.011, -0.029, 0.032], [-0.015, 0.034, 0.043]], "spin_multiplicity": 5, "s_squared": 6.011, "relative_energy_kj_mol": 22.8, "total_charge": -1, "energy_ha": -6592.2665}

=====

Record 3
{"formula": "C27H36ClO3P2SiYb", "method": "ωB97M-V with the def2-TZVPD basis set", "species": ["C", "C", "H", "H", "H", "O", "Cl", "Yb", "P", "C", "C", "H", "H", "H", "H", "H", "H", "C", "H", "H", "H", "P", "C", "C", "H", "H", "H", "C", "H", "H", "H", "H", "H", "H", "C", "O", "O", "Si", "C", "C", "C", "C", "C", "C", "C", "C", "C", "C", "C", "C", "C", "C", "C", "C", "C", "C", "H", "H", "H", "H", "H", "H", "H", "H", "H", "H", "H", "H", "H", "H", "H"], "xyz": [[0.3574, 0.3254, -5.4610], [1.3047, 0.5787, -4.4257], [0.8780, 0.0760, -6.4128], [-0.2730, 1.2289, -5.6211], [-0.3100, -0.5181, -5.1710], [2.4251, 0.7087, -4.0844], [-2.6735, 0.4637, -3.5594], [-0.8381, 0.1781, -1.9021], [0.1549, 2.7177, -2.2425], [1.4809, 3.7677, -1.5928], [-0.3364, 3.7265, -3.6906], [-0.4990, 4.7390, -3.2875], [-1.3190, 4.3573, -1.3546], [-1.2659, 3.3247, -4.1187], [-2.1366, 2.7605, -1.3670], [2.3798, 3.6217, -2.2016], [0.4521, 3.7359, -4.4550], [-1.1990, 3.2872, -1.1225], [1.1423, 4.8120, -1.6665], [-0.9682, 3.1572, -0.0554], [1.7106, 3.5219, -0.5495], [0.3604, -2.2195, -2.4386], [1.7108, -3.1655, -1.6762], [-1.0045, -2.8469, -1.3715], [-0.9435, -2.9685, -4.3588], [-0.0119, -4.2794, -3.5496], [0.8134, -3.1298, -4.6724], [0.0238, -3.2426, -3.9171], [-1.9330, -2.2698, -1.5244], [-1.1777, -3.8689, -1.7388], [1.4709, -4.2339, -1.8046], [1.8183, -2.9339, -0.6069], [-0.7562, -2.8816, -0.3010], [2.6447, -2.9246, -2.2007], [1.8591, 0.1090, -1.4261], [2.9392, -0.0080, -1.0421], [-0.5315, 0.3656, 0.1559], [-0.3653, -0.1506, 1.6523], [-2.0756, -0.5705, 2.2188], [-2.3816, -1.6718, 3.0154], [-3.6841, -1.8317, 3.5093], [-4.6734, -0.8862, 3.2169], [-4.3711, 0.1953, 2.3817], [-3.0844, 0.3329, 1.8541], [0.9649, -1.4449, 1.8093], [0.7224, -2.8196, 1.9047], [1.7842, -3.7076, 2.1219], [3.1005, -3.2414, 2.1966], [3.3466, -1.8740, 2.0385], [2.2854, -0.9862, 1.8579], [0.2187, 1.2106, 2.7912], [0.2451, 0.9386, 4.1592], [0.6638, 1.9131, 5.0659], [1.0501, 3.1787, 4.5989], [1.0258, 3.4482, 3.2237], [0.6207, 2.4588, 2.3185], [-1.5902, -2.3786, 3.2631], [-3.9078, -2.6824, 4.1511], [-5.6689, -0.9732, 3.6553], [-5.1233, 0.9493, 2.1553], [-2.8567, 1.1562, 1.1727], [-0.3003, -3.1921, 1.8356], [1.5735, -4.7678, 2.2638], [3.9210, -3.9256, 2.4199], [4.3627, -1.4857, 2.0961], [2.4833, 0.0874, 1.8192], [-0.0549, -0.0507, 4.5194], [0.6900, 1.6793, 6.1300], [1.3753, 3.9432, 5.3024], [1.3290, 4.4290, 2.8564], [0.6250, 2.6476, 1.2398]], "atomic_forces_ev_per_a": [[-1.889, -0.172, -0.418], [7.197, 0.610, 0.249], [0.224, 0.166, 0.674], [0.215, -0.463, 0.220], [0.248, 0.574, -0.149], [-6.012, -0.536, -0.976], [0.662, -0.124, 0.326], [0.036, 0.206, 2.510], [-0.630, 1.898, -0.093], [0.725, -0.457, 0.044], [-0.002, -0.362, -0.173], [0.045, -0.300, -0.505], [-0.114, -0.378, 0.160], [0.194, 0.251, 0.076], [0.074, 0.325, 0.173], [-0.004, 0.232, 0.193], [-0.196, 0.156, 0.128], [-0.343, -0.395, 0.081], [0.120, -0.355, 0.026], [-0.026, -0.100, -0.421], [-0.016, 0.045, -0.233], [-0.220, -1.805, -0.022], [0.624, 0.370, -0.095], [-0.426, 0.208, -0.036], [0.179, -0.150, 0.065], [0.009, 0.271, -0.412], [-0.183, -0.151, 0.176], [-0.008, 0.253, -0.195], [-0.078, -0.346, 0.154], [-0.211, 0.275, 0.268], [0.130, 0.406, 0.079], [-0.025, 0.010, -0.260], [0.025, 0.215, -0.403], [-0.062, -0.268, 0.229], [3.663, -0.154, 1.756], [-3.539, 0.394, -1.346], [-0.234, 0.473, -4.151], [0.041, -0.010, 2.452], [0.069, -0.441, -0.461], [-0.596, 0.219, 0.205], [0.115, 0.052, 0.013], [0.370, 0.011, -0.012], [0.228, -0.004, -0.109], [-0.431, -0.270, 0.376], [-0.241, -0.274, -0.371], [0.561, -0.136, 0.036], [-0.121, -0.098, -0.005], [-0.298, 0.218, 0.016], [-0.024, 0.030, -0.016], [0.293, -0.264, 0.227], [-0.052, -0.076, -0.594], [0.155, 0.294, 0.286], [0.024, 0.079, -0.224], [-0.130, -0.343, -0.339], [0.041, -0.049, 0.064], [0.112, 0.217, 0.595], [-0.350, 0.096, 0.165], [-0.041, 0.193, -0.145], [0.303, -0.044, -0.179], [0.067, -0.248, 0.034], [-0.081, -0.065, 0.298], [0.269, -0.054, 0.136], [0.095, 0.226, -0.061], [-0.269, 0.178, -0.158], [-0.194, -0.145, 0.011], [0.002, -0.266, 0.024], [0.063, 0.329, -0.029], [0.003, 0.153, -0.250], [-0.090, -0.160, -0.185], [-0.046, -0.205, 0.147], [0.002, 0.035, 0.353]], "spin_multiplicity": 2, "s_squared": 0.751, "total_charge": 2, "energy_ha": -3866.7904}